Computed, not measured: a cluster of 22 separate species, C58H167N7O22 in total, with ωB97M-V/def2-TZVPD.

Bonds (Å) are listed after each position.
Cartesian coordinates (Å):
1 C -1.4981 0.7283 -3.9631  C2 1.500, H7 1.090, H8 1.090, H9 1.090
2 C -1.1859 -0.6212 -4.5396  C1 1.500, C3 1.584, N6 1.516, H10 1.090
3 C -2.2760 -1.3460 -5.4321  C2 1.584, O4 1.405, H11 1.090, H12 1.090
4 O -3.6105 -1.2009 -5.0177  C3 1.405, C5 1.449
5 C -3.8850 -2.2045 -4.0087  O4 1.449, H13 1.090, H14 1.090, H15 1.090
6 N 0.1553 -0.5851 -5.2447  C2 1.516, H16 1.010, H17 1.010
7 H -1.7587 1.3853 -4.7930  C1 1.090
8 H -0.6140 1.1308 -3.4687  C1 1.090
9 H -2.4548 0.7833 -3.4437  C1 1.090
10 H -1.0481 -1.1759 -3.6115  C2 1.090
11 H -2.0046 -2.3945 -5.5547  C3 1.090
12 H -2.3108 -0.8354 -6.3945  C3 1.090
13 H -3.9385 -3.2582 -4.2825  C5 1.090
14 H -4.9346 -2.0105 -3.7878  C5 1.090
15 H -3.2244 -2.1612 -3.1428  C5 1.090
16 H 0.7480 -0.2281 -4.5090  N6 1.010
17 H 0.5379 -1.5044 -5.4139  N6 1.010
18 C 3.8383 -2.7333 5.8959  C19 1.554, H24 1.090, H25 1.090, H26 1.090
19 C 5.3247 -2.7902 6.3445  C18 1.554, C20 1.566, N23 1.426, H27 1.090
20 C 6.2894 -3.0403 5.1371  C19 1.566, O21 1.455, H28 1.090, H29 1.090
21 O 6.4473 -4.4073 4.6639  C20 1.455, C22 1.371
22 C 7.2188 -5.2353 5.4382  O21 1.371, H30 1.090, H31 1.090, H32 1.090
23 N 5.6636 -1.5890 7.0351  C19 1.426, H33 1.010, H34 1.010
24 H 3.5698 -3.7156 5.5070  C18 1.090
25 H 3.5752 -1.9161 5.2244  C18 1.090
26 H 3.1725 -2.6595 6.7558  C18 1.090
27 H 5.3921 -3.5646 7.1085  C19 1.090
28 H 7.3349 -2.7641 5.2742  C20 1.090
29 H 6.0101 -2.3793 4.3167  C20 1.090
30 H 8.2317 -4.8733 5.6142  C22 1.090
31 H 7.1382 -6.1890 4.9166  C22 1.090
32 H 6.8026 -5.3411 6.4401  C22 1.090
33 H 5.6094 -0.8484 6.3505  N23 1.010
34 H 6.6467 -1.5443 7.2625  N23 1.010
35 C -0.6591 5.2003 4.4861  C36 1.508, H41 1.090, H42 1.090, H43 1.090
36 C -0.6065 4.6804 5.9006  C35 1.508, C37 1.520, N40 1.458, H44 1.090
37 C -0.6031 5.7741 6.9568  C36 1.520, O38 1.405, H45 1.090, H46 1.090
38 O 0.6348 6.4330 6.8625  C37 1.405, C39 1.408
39 C 0.7634 7.3704 7.9051  O38 1.408, H47 1.090, H48 1.090, H49 1.090
40 N -1.6391 3.6689 6.0925  C36 1.458, H50 1.010, H51 1.010
41 H -0.3838 4.4874 3.7088  C35 1.090
42 H 0.0115 6.0495 4.3548  C35 1.090
43 H -1.6052 5.5928 4.1132  C35 1.090
44 H 0.3507 4.1900 6.0779  C36 1.090
45 H -0.8918 5.3236 7.9064  C37 1.090
46 H -1.3129 6.5324 6.6260  C37 1.090
47 H 0.5417 6.9188 8.8721  C39 1.090
48 H 0.1345 8.2605 7.8901  C39 1.090
49 H 1.8152 7.6561 7.8923  C39 1.090
50 H -1.3836 2.9140 6.7129  N40 1.010
51 H -2.4700 4.0226 6.5447  N40 1.010
52 C -3.9071 5.7913 2.8356  C53 1.512, H58 1.090, H59 1.090, H60 1.090
53 C -5.1197 6.0489 1.9698  C52 1.512, C54 1.578, N57 1.415, H61 1.090
54 C -6.2178 4.9278 2.1354  C53 1.578, O55 1.411, H62 1.090, H63 1.090
55 O -7.0730 4.7779 1.0233  C54 1.411, C56 1.379
56 C -8.1971 4.0153 1.2623  O55 1.379, H64 1.090, H65 1.090, H66 1.090
57 N -5.6792 7.2944 2.3428  C53 1.415, H67 1.010, H68 1.010
58 H -3.1348 6.4981 2.5320  C52 1.090
59 H -3.5587 4.7640 2.7289  C52 1.090
60 H -3.9794 5.8299 3.9225  C52 1.090
61 H -4.7408 6.1028 0.9492  C53 1.090
62 H -6.7360 4.9370 3.0943  C54 1.090
63 H -5.7296 3.9603 2.0180  C54 1.090
64 H -7.9420 3.0093 1.5952  C56 1.090
65 H -8.7242 3.8382 0.3248  C56 1.090
66 H -8.9076 4.4345 1.9748  C56 1.090
67 H -5.8955 7.9790 1.6323  N57 1.010
68 H -5.0650 7.8353 2.9346  N57 1.010
69 C -0.6556 2.1941 -7.9216  C70 1.534, H75 1.090, H76 1.090, H77 1.090
70 C -0.2946 1.0627 -8.8929  C69 1.534, C71 1.537, N74 1.447, H78 1.090
71 C 1.1914 0.8440 -9.2210  C70 1.537, O72 1.445, H79 1.090, H80 1.090
72 O 1.7694 1.7371 -10.1989  C71 1.445, C73 1.417
73 C 1.6591 3.1296 -9.9616  O72 1.417, H81 1.090, H82 1.090, H83 1.090
74 N -0.8298 -0.1363 -8.2849  C70 1.447, H84 1.010, H85 1.010
75 H -0.0327 2.4714 -7.0712  C69 1.090
76 H -1.6580 2.1800 -7.4938  C69 1.090
77 H -0.6648 3.0281 -8.6233  C69 1.090
78 H -0.8524 1.1704 -9.8232  C70 1.090
79 H 1.3930 -0.0684 -9.7824  C71 1.090
80 H 1.7583 0.7488 -8.2950  C71 1.090
81 H 2.5770 3.5425 -10.3802  C73 1.090
82 H 1.6036 3.4903 -8.9345  C73 1.090
83 H 0.7753 3.5766 -10.4167  C73 1.090
84 H -0.6591 -0.2180 -7.2928  N74 1.010
85 H -0.3721 -0.9883 -8.5757  N74 1.010
86 C -1.2795 0.8585 -0.3661  C87 1.577, H92 1.090, H93 1.090, H94 1.090
87 C -0.3578 -0.2099 0.3374  C86 1.577, C88 1.538, N91 1.463, H95 1.090
88 C 0.6285 -0.9807 -0.5554  C87 1.538, O89 1.454, H96 1.090, H97 1.090
89 O -0.0318 -1.8477 -1.5181  C88 1.454, C90 1.421
90 C 0.9333 -2.6191 -2.2210  O89 1.421, H98 1.090, H99 1.090, H100 1.090
91 N 0.3723 0.4230 1.4362  C87 1.463, H101 1.010, H102 1.010
92 H -1.5324 1.5433 0.4433  C86 1.090
93 H -2.1295 0.3483 -0.8194  C86 1.090
94 H -0.7287 1.5348 -1.0198  C86 1.090
95 H -1.0482 -0.9023 0.8192  C87 1.090
96 H 1.2967 -1.6368 0.0024  C88 1.090
97 H 1.2590 -0.2391 -1.0460  C88 1.090
98 H 1.8491 -2.0481 -2.3739  C90 1.090
99 H 0.7034 -2.7816 -3.2740  C90 1.090
100 H 1.0827 -3.5558 -1.6839  C90 1.090
101 H -0.2511 1.0919 1.8654  N91 1.010
102 H 0.5471 -0.3115 2.1071  N91 1.010
103 C -6.3485 4.0893 -5.6477  C104 1.483, H109 1.090, H110 1.090, H111 1.090
104 C -5.2800 3.4106 -4.8758  C103 1.483, C105 1.473, N108 1.497, H112 1.090
105 C -5.2686 3.7580 -3.4445  C104 1.473, O106 1.428, H113 1.090, H114 1.090
106 O -4.1900 2.9756 -2.9301  C105 1.428, C107 1.388
107 C -4.1464 2.7478 -1.5621  O106 1.388, H115 1.090, H116 1.090, H117 1.090
108 N -5.4158 1.9442 -5.1423  C104 1.497, H118 1.010, H119 1.010
109 H -7.3182 4.0546 -5.1510  C103 1.090
110 H -6.4506 3.6898 -6.6566  C103 1.090
111 H -6.1618 5.1498 -5.8170  C103 1.090
112 H -4.3757 3.8029 -5.3410  C104 1.090
113 H -6.2669 3.5675 -3.0503  C105 1.090
114 H -5.0950 4.8340 -3.4342  C105 1.090
115 H -3.1996 2.3158 -1.2380  C107 1.090
116 H -4.8721 2.0088 -1.2223  C107 1.090
117 H -4.4034 3.6519 -1.0102  C107 1.090
118 H -5.9671 1.6160 -4.3623  N108 1.010
119 H -4.4938 1.6311 -4.8737  N108 1.010
120 C 3.0768 -5.1728 -3.2275  C121 1.554, H123 1.090, H124 1.090, H125 1.090
121 C 2.8626 -6.6393 -3.6945  C120 1.554, O122 1.348, H126 1.090, H127 1.090
122 O 3.3374 -6.8372 -4.9401  C121 1.348, H128 0.960
123 H 4.1222 -4.8953 -3.3624  C120 1.090
124 H 2.9052 -5.1160 -2.1526  C120 1.090
125 H 2.4127 -4.4355 -3.6787  C120 1.090
126 H 1.8182 -6.8982 -3.5207  C121 1.090
127 H 3.4449 -7.2673 -3.0202  C121 1.090
128 H 2.5789 -7.0328 -5.4952  O122 0.960
129 C 4.8127 0.9077 4.1926  C130 1.554, H132 1.090, H133 1.090, H134 1.090
130 C 4.9939 1.9104 5.3658  C129 1.554, O131 1.412, H135 1.090, H136 1.090
131 O 5.6114 1.2635 6.4582  C130 1.412, H137 0.960
132 H 4.5677 1.3874 3.2450  C129 1.090
133 H 4.0244 0.2111 4.4780  C129 1.090
134 H 5.7977 0.5219 3.9298  C129 1.090
135 H 4.0557 2.3605 5.6900  C130 1.090
136 H 5.6321 2.7477 5.0835  C130 1.090
137 H 5.7130 1.8533 7.2088  O131 0.960
138 C 2.0395 -7.7197 0.1901  C139 1.530, H141 1.090, H142 1.090, H143 1.090
139 C 0.5995 -7.4918 -0.2744  C138 1.530, O140 1.353, H144 1.090, H145 1.090
140 O 0.5485 -6.4684 -1.1583  C139 1.353, H146 0.960
141 H 2.1527 -8.6301 0.7787  C138 1.090
142 H 2.3184 -6.8489 0.7835  C138 1.090
143 H 2.6712 -7.8374 -0.6903  C138 1.090
144 H -0.1042 -7.2995 0.5356  C139 1.090
145 H 0.2827 -8.3049 -0.9274  C139 1.090
146 H 0.1907 -5.6809 -0.7418  O140 0.960
147 C 5.1978 -4.5309 -0.1453  C148 1.549, H150 1.090, H151 1.090, H152 1.090
148 C 5.2780 -4.9279 1.3499  C147 1.549, O149 1.379, H153 1.090, H154 1.090
149 O 5.7528 -3.7612 1.9105  C148 1.379, H155 0.960
150 H 4.4104 -3.8012 -0.3338  C147 1.090
151 H 5.1138 -5.4175 -0.7739  C147 1.090
152 H 6.1215 -4.0239 -0.4244  C147 1.090
153 H 6.0693 -5.6753 1.2921  C148 1.090
154 H 4.3208 -5.3308 1.6809  C148 1.090
155 H 6.1638 -4.0276 2.7361  O149 0.960
156 C 5.4721 0.0860 -1.0059  C157 1.497, H159 1.090, H160 1.090, H161 1.090
157 C 5.3322 -0.9669 0.0491  C156 1.497, O158 1.384, H162 1.090, H163 1.090
158 O 6.4541 -0.9782 0.8595  C157 1.384, H164 0.960
159 H 4.6825 0.2316 -1.7431  C156 1.090
160 H 6.3578 -0.1674 -1.5886  C156 1.090
161 H 5.5780 1.0312 -0.4734  C156 1.090
162 H 5.1341 -1.9501 -0.3776  C157 1.090
163 H 4.7186 -0.5740 0.8598  C157 1.090
164 H 6.4777 -1.8498 1.2613  O158 0.960
165 C -3.3775 -2.2653 4.4003  C166 1.526, H168 1.090, H169 1.090, H170 1.090
166 C -2.2621 -2.8576 5.2564  C165 1.526, O167 1.417, H171 1.090, H172 1.090
167 O -1.8986 -4.1265 4.7421  C166 1.417, H173 0.960
168 H -4.1516 -3.0209 4.2663  C165 1.090
169 H -2.8978 -1.8640 3.5076  C165 1.090
170 H -3.8639 -1.3691 4.7853  C165 1.090
171 H -2.6608 -2.9980 6.2611  C166 1.090
172 H -1.3544 -2.2563 5.3078  C166 1.090
173 H -2.5501 -4.7483 5.0744  O167 0.960
174 C -4.1801 1.0958 3.1517  C175 1.537, H177 1.090, H178 1.090, H179 1.090
175 C -3.3586 1.5389 4.3727  C174 1.537, O176 1.421, H180 1.090, H181 1.090
176 O -2.2620 2.3084 3.8999  C175 1.421, H182 0.960
177 H -5.1441 0.6678 3.4266  C174 1.090
178 H -3.6894 0.3627 2.5114  C174 1.090
179 H -4.3899 1.9222 2.4726  C174 1.090
180 H -3.0970 0.7352 5.0611  C175 1.090
181 H -4.0065 2.2054 4.9419  C175 1.090
182 H -2.1356 2.9890 4.5650  O176 0.960
183 C -8.0883 -1.1020 -0.1621  C184 1.569, H186 1.090, H187 1.090, H188 1.090
184 C -6.7622 -0.2911 -0.3736  C183 1.569, O185 1.428, H189 1.090, H190 1.090
185 O -6.0633 -0.2372 0.8705  C184 1.428, H191 0.960
186 H -8.7057 -0.7515 0.6649  C183 1.090
187 H -7.8387 -2.1129 0.1602  C183 1.090
188 H -8.7064 -1.2808 -1.0419  C183 1.090
189 H -6.9080 0.6921 -0.8211  C184 1.090
190 H -6.0834 -0.6863 -1.1294  C184 1.090
191 H -5.2643 -0.7591 0.7673  O185 0.960
192 C 1.2746 -0.4903 6.3332  C193 1.563, H195 1.090, H196 1.090, H197 1.090
193 C 0.8098 0.9938 6.1785  C192 1.563, O194 1.402, H198 1.090, H199 1.090
194 O 0.5194 1.2661 7.5223  C193 1.402, H200 0.960
195 H 1.5158 -1.0435 5.4255  C192 1.090
196 H 0.4045 -1.0106 6.7335  C192 1.090
197 H 2.1745 -0.6065 6.9370  C192 1.090
198 H 0.0045 1.1871 5.4698  C193 1.090
199 H 1.6277 1.6750 5.9439  C193 1.090
200 H 1.4073 1.3932 7.8645  O194 0.960
201 C 1.4237 -3.0718 3.2687  C202 1.516, H204 1.090, H205 1.090, H206 1.090
202 C 1.0629 -4.0476 2.1666  C201 1.516, O203 1.316, H207 1.090, H208 1.090
203 O -0.2513 -4.0185 2.1130  C202 1.316, H209 0.960
204 H 1.0925 -3.5416 4.1948  C201 1.090
205 H 1.1098 -2.0346 3.1517  C201 1.090
206 H 2.5128 -3.0299 3.2500  C201 1.090
207 H 1.4765 -5.0400 2.3461  C202 1.090
208 H 1.3928 -3.7077 1.1849  C202 1.090
209 H -0.6508 -4.2019 2.9665  O203 0.960
210 C 0.2051 4.2515 -2.5433  C211 1.524, H213 1.090, H214 1.090, H215 1.090
211 C 1.6568 4.6723 -2.7400  C210 1.524, O212 1.428, H216 1.090, H217 1.090
212 O 2.4246 3.4685 -2.7160  C211 1.428, H218 0.960
213 H -0.4812 5.0979 -2.5170  C210 1.090
214 H 0.0890 3.6592 -1.6357  C210 1.090
215 H -0.0940 3.5921 -3.3580  C210 1.090
216 H 2.0208 5.2527 -1.8923  C211 1.090
217 H 1.6760 5.3178 -3.6181  C211 1.090
218 H 2.4644 3.1921 -1.7975  O212 0.960
219 C -2.8439 -4.0989 0.0472  C220 1.541, H222 1.090, H223 1.090, H224 1.090
220 C -3.6902 -3.1587 0.9277  C219 1.541, O221 1.376, H225 1.090, H226 1.090
221 O -3.4695 -1.8948 0.4307  C220 1.376, H227 0.960
222 H -2.8073 -5.1283 0.4038  C219 1.090
223 H -1.7791 -3.8672 0.0257  C219 1.090
224 H -3.0960 -3.9837 -1.0069  C219 1.090
225 H -3.4138 -3.3434 1.9658  C220 1.090
226 H -4.6941 -3.5253 0.7131  C220 1.090
227 H -2.5183 -1.8099 0.3326  O221 0.960
228 C 1.3555 3.7934 1.3554  C229 1.547, H231 1.090, H232 1.090, H233 1.090
229 C 2.5679 3.0933 0.6970  C228 1.547, O230 1.368, H234 1.090, H235 1.090
230 O 2.0553 2.1713 -0.1742  C229 1.368, H236 0.960
231 H 0.3886 3.7695 0.8528  C228 1.090
232 H 1.6173 4.7842 1.7268  C228 1.090
233 H 1.0579 3.4038 2.3289  C228 1.090
234 H 3.2361 2.7447 1.4844  C229 1.090
235 H 3.0787 3.9277 0.2164  C229 1.090
236 H 1.4121 1.6686 0.3309  O230 0.960
237 C 3.8156 -0.0027 -5.8406  C238 1.531, H240 1.090, H241 1.090, H242 1.090
238 C 3.8879 0.9747 -4.6638  C237 1.531, O239 1.401, H243 1.090, H244 1.090
239 O 2.6332 0.8408 -4.0549  C238 1.401, H245 0.960
240 H 4.7668 -0.0273 -6.3722  C237 1.090
241 H 3.0757 0.3257 -6.5705  C237 1.090
242 H 3.5656 -0.9089 -5.2887  C237 1.090
243 H 3.8321 2.0572 -4.7791  C238 1.090
244 H 4.7768 0.7719 -4.0665  C238 1.090
245 H 2.5942 1.6864 -3.6020  O239 0.960
246 C 1.7390 -2.7097 -7.7948  C247 1.583, H249 1.090, H250 1.090, H251 1.090
247 C 1.9005 -3.6309 -6.5175  C246 1.583, O248 1.400, H252 1.090, H253 1.090
248 O 0.7152 -3.5041 -5.7842  C247 1.400, H254 0.960
249 H 0.9943 -2.9070 -8.5659  C246 1.090
250 H 2.6862 -2.3596 -8.2051  C246 1.090
251 H 1.4606 -1.8090 -7.2476  C246 1.090
252 H 2.7057 -3.2613 -5.8825  C247 1.090
253 H 2.2916 -4.6124 -6.7854  C247 1.090
254 H 0.0130 -4.0991 -6.0574  O248 0.960

Output
- HOMO level: -8.164 eV
- Orbital gap: 8.33 eV
- Spin multiplicity: 1
- ΔE to the lowest compared entry with this formula, charge and spin: 1.503 eV
- Energy: -4348.03706 hartree

These are the Löwdin partial charges, in e, on atoms 1 to 6: atom 1 (C): -0.050, atom 2 (C): -0.375, atom 3 (C): -0.186, atom 4 (O): -0.173, atom 5 (C): -0.092, atom 6 (N): 0.079